{"formula": "C3H5N4S", "method": "ωB97M-V with the def2-TZVPD basis set", "total_charge": -1, "homo_ev": -4.965, "gap_ha": 0.306, "max_force_ev_per_a": 2.9, "relative_energy_kcal_mol": 45.4, "symbols": ["N", "N", "C", "C", "H", "N", "N", "S", "H", "H", "C", "H", "H"], "xyz": [[-2.392, -0.499, 0.933], [-2.455, 1.179, -0.459], [-1.485, 0.356, -0.738], [1.984, -0.003, -0.476], [2.943, -0.456, -0.762], [-1.440, -0.714, 0.086], [-3.046, 0.572, 0.666], [1.917, 1.159, 0.760], [0.144, -0.690, 0.788], [1.299, 0.303, -1.269], [1.287, -0.546, 0.722], [-0.813, 0.500, -1.581], [2.057, -1.162, 1.330]], "forces_ev_per_angstrom": [[-1.482, -0.506, 1.424], [-1.022, -0.456, 1.447], [0.325, -0.398, -0.692], [-0.647, -1.462, -2.157], [-0.440, 0.286, -0.022], [1.008, 0.111, -1.470], [0.261, 1.443, -1.203], [0.125, 1.900, 2.201], [1.981, -0.056, -0.306], [0.494, -0.558, -0.279], [1.387, -0.853, 1.636], [-0.138, -0.099, 0.243], [-1.853, 0.649, -0.822]], "mulliken_charge": [-0.4149, -0.4534, 0.0726, -0.3802, 0.2798, -0.3206, -0.3347, -0.1903, 0.4392, 0.0863, -0.4706, 0.4693, 0.2175]}